Entry 1:
The following is a quantum chemistry calculation of the molecule C3H6OS in a non-equilibrium geometry, from OMol25.

```
11
Properties=species:S:1:pos:R:3:forces:R:3:lowdin_charge:R:1
S 0.62536 1.82051 -0.67757 -0.46 -1.41 0.11 0.720
C -0.20888 -1.43417 -0.79841 -0.87 1.53 1.34 -0.019
H 0.26177 -2.29730 -0.33661 0.11 -0.11 -0.27 0.075
C 0.33869 0.73963 0.81300 -0.32 -0.71 0.37 -0.447
C -0.61360 -0.39297 0.30473 -1.91 1.49 -0.78 -0.464
H 1.23376 0.36677 1.36171 -0.22 0.12 -1.06 0.087
H -1.25500 -1.58457 -1.04543 0.25 -1.07 -0.88 0.072
O -1.83620 -0.27001 0.52189 3.12 -0.45 0.15 0.025
H 0.35270 -0.98830 -1.63924 -0.09 -0.28 0.63 0.072
H 1.31273 2.73930 -0.06940 0.63 0.80 0.61 -0.184
H -0.21133 1.30112 1.56532 -0.24 0.07 -0.23 0.064
```
Forces are in eV/Å.

The calculation puts the energy at -591.29846 Eh. Its SMILES is CC(=O)CS. Its total charge is 0. The calculation puts the LUMO energy at 0.603 eV. The energy relative to the best compared isomer or geometry (same formula, charge and spin) comes out at 90.7 kJ/mol.

---

Entry 2:
The following is a quantum chemistry calculation of the molecule C3H6OS in a non-equilibrium geometry, from OMol25.

```
11
Properties=species:S:1:pos:R:3:forces:R:3:lowdin_charge:R:1
C 0.29265 0.45144 0.31562 0.21 -0.12 0.28 -0.631
H 2.37008 -0.51724 -0.17403 -0.21 0.16 0.01 0.135
C 0.78606 1.79712 -0.10861 -2.07 0.41 0.09 -0.136
O 0.75518 -1.76387 -0.06910 1.87 -0.58 -0.39 -0.024
H -1.27418 -1.37866 0.26618 -0.35 1.68 -0.43 -0.091
H 0.06731 2.54560 0.25982 0.83 0.14 0.01 0.094
H 1.80663 1.95999 0.08549 1.24 0.31 1.51 0.066
H 0.84913 1.89960 -1.13448 -0.63 0.12 -2.60 0.050
C 1.28509 -0.67619 -0.02917 -2.96 -0.58 0.70 -0.233
H 0.22738 0.57309 1.38784 0.33 -0.67 0.55 0.085
S -1.51691 -0.02535 -0.07531 1.71 -0.86 0.27 0.686
```
Forces are in eV/Å.

The calculation puts the energy at -591.28482 Eh. Its SMILES is C[C@@H](S)C=O. Its total charge is 0. The calculation puts the LUMO energy at 0.611 eV. The energy relative to the best compared isomer or geometry (same formula, charge and spin) comes out at 126.5 kJ/mol.

---

Entry 3:
The following is a quantum chemistry calculation of the molecule C3H6OS in a non-equilibrium geometry, from OMol25.

```
11
Properties=species:S:1:pos:R:3:forces:R:3:lowdin_charge:R:1
H -0.79996 0.26908 -1.80042 -1.16 1.52 4.09 0.174
H -0.91193 -1.59816 -0.76285 -0.99 1.63 2.01 0.155
C 0.39808 -0.49422 0.58757 2.08 -1.03 0.25 -0.579
C 0.95940 0.93567 0.38012 -1.37 3.10 2.01 -0.489
C -0.98695 -0.68392 -0.01427 2.60 1.03 -2.30 -0.247
H -0.01640 1.62122 -0.06174 3.81 -1.90 1.30 0.144
H 0.80998 -1.34913 1.23140 -0.88 1.93 -0.18 0.116
O -1.09308 0.57565 -0.78661 -1.96 -3.61 -5.02 -0.265
S 1.64766 -0.28793 -0.70626 0.61 0.37 -0.77 0.780
H -1.63768 -0.61316 0.82267 -1.40 -0.58 0.09 0.101
H 1.63088 1.62491 1.11039 -1.34 -2.47 -1.50 0.110
```
Forces are in eV/Å.

The calculation puts the energy at -591.20431 Eh. Its SMILES is OC[C@@H]1CS1. Its total charge is 0. The calculation puts the LUMO energy at 0.743 eV. The energy relative to the best compared isomer or geometry (same formula, charge and spin) comes out at 337.9 kJ/mol.

---

Entry 4:
The following is a quantum chemistry calculation of C3H6OS as an isolated structure in a non-equilibrium geometry, from OMol25.

```
11
Properties=species:S:1:pos:R:3:forces:R:3:lowdin_charge:R:1
S 2.61055 -0.22444 0.10144 4.13 -1.45 0.89 0.836
H -0.19478 1.74482 -0.53853 4.14 -0.58 3.69 0.244
H -0.96061 0.41535 -1.02153 2.98 -0.54 -1.16 0.124
H -0.32699 0.24660 1.71998 -1.51 -2.67 -4.12 0.214
C -0.68323 -0.53055 0.54448 -4.53 -4.36 6.79 -0.229
O 0.69754 1.57561 0.23477 -1.35 3.16 -2.91 -0.143
H 0.08621 -1.11683 -1.28405 0.09 -0.86 -0.88 0.091
H -2.00910 -0.44633 0.24093 3.94 -0.52 1.93 0.145
C -0.02017 -0.25364 -0.68908 -0.17 1.89 -1.62 -0.386
C 1.27294 0.42917 -0.19078 -6.94 1.76 -1.92 -1.042
H -0.47237 -1.83975 0.88236 -0.78 4.18 -0.68 0.147
```
Forces are in eV/Å.

The calculation puts the energy at -591.10731 Eh. Its total charge is 0. The calculation puts the LUMO energy at 0.004 eV. The energy relative to the best compared isomer or geometry (same formula, charge and spin) comes out at 592.6 kJ/mol.

---

| no. | E_HOMO (eV) | molar mass (g mol⁻¹) |
| --- | --- | --- |
| 1 | -9.54 | 90.147 |
| 2 | -9.13 | 90.147 |
| 3 | -8.44 | 90.147 |
| 4 | -9.02 | 90.147 |